Version one
This record from the Open Molecules 2025 dataset describes C28H44BrIrN3P2 as an isolated structure. The level of theory is wB97M-V/def2-TZVPD.

Last column: Löwdin spin population.
Positions of all 79 atoms, in Å:
N  7.08  5.90  -1.60  0.0176
C  6.66  5.94  -0.33  0.2366
C  5.61  5.15  0.15  0.2561
C  4.94  4.28  -0.74  0.0073
C  5.42  4.21  -2.07  0.2860
C  6.50  5.05  -2.44  0.2238
C  3.82  3.47  -0.25  0.0417
Ir  -0.64  0.39  0.78  1.8059
P  -1.47  -4.31  0.78  0.5987
C  3.03  2.66  -1.02  -0.0389
C  2.19  1.64  -0.42  0.0746
C  2.05  0.36  -1.00  0.1423
C  1.74  -0.75  -0.19  0.0657
C  1.52  -0.57  1.20  -0.0137
C  1.21  0.82  1.65  0.0495
C  1.67  1.89  0.83  0.1295
Br  1.98  -1.86  2.51  -0.0008
H  3.72  3.49  0.84  0.0030
H  3.13  2.67  -2.12  -0.0023
H  5.34  5.23  1.20  0.0086
H  4.94  3.51  -2.76  0.0099
H  7.17  6.66  0.32  0.0063
H  6.87  5.02  -3.48  0.0054
H  2.50  0.27  -2.00  0.0039
H  1.72  2.90  1.25  0.0048
H  1.74  -1.78  -0.55  0.0009
H  1.11  0.96  2.73  0.0088
P  -1.60  0.27  -1.18  0.1712
C  -0.04  -4.35  1.91  0.0931
C  0.56  -5.74  2.09  0.0112
H  -0.38  -3.94  2.87  0.0005
H  0.66  -3.65  1.43  0.0183
H  1.32  -5.70  2.88  -0.0004
H  -0.20  -6.46  2.38  0.0028
H  1.07  -6.11  1.19  0.0003
C  -0.79  -3.96  -0.86  0.0888
C  -1.04  -5.11  -1.83  0.0195
H  0.28  -3.75  -0.74  0.0095
H  -1.34  -3.08  -1.21  0.0046
H  -0.48  -4.94  -2.76  0.0002
H  -0.72  -6.07  -1.39  0.0025
H  -2.10  -5.19  -2.09  0.0012
C  -2.57  -2.97  1.28  0.0900
C  -3.81  -3.60  1.93  0.0269
H  -2.85  -2.40  0.37  0.0039
H  -2.00  -2.33  1.97  0.0152
H  -4.68  -2.94  1.87  0.0012
H  -4.06  -4.56  1.44  0.0090
H  -3.63  -3.83  3.00  0.0003
C  -3.41  -0.02  -1.27  0.0466
C  -4.29  1.20  -1.50  0.0044
H  -3.72  -0.55  -0.36  0.0043
H  -3.54  -0.71  -2.11  0.0049
H  -4.21  1.94  -0.70  0.0006
H  -4.06  1.69  -2.45  0.0001
H  -5.33  0.86  -1.55  0.0013
C  -0.86  -0.90  -2.39  0.0305
C  -0.08  -0.31  -3.54  0.0064
H  -1.71  -1.49  -2.77  0.0029
H  -0.20  -1.57  -1.82  0.0046
H  -0.66  0.48  -4.05  0.0000
H  0.89  0.07  -3.20  0.0009
H  0.12  -1.12  -4.25  0.0019
C  -1.25  1.97  -1.68  0.0247
C  -1.25  2.90  -0.47  0.0712
H  -2.02  2.24  -2.41  0.0037
H  -0.29  1.97  -2.21  -0.0002
H  -0.46  3.65  -0.58  0.0049
H  -2.22  3.40  -0.35  0.0020
H  -1.04  2.37  0.48  0.0228
N  -3.09  1.14  2.34  0.0156
C  -3.52  1.42  3.61  0.0466
C  -2.48  1.07  4.46  0.0181
C  -1.46  0.56  3.69  0.0314
N  -1.82  0.64  2.36  0.1426
H  -3.68  1.17  1.52  0.0017
H  -4.47  1.85  3.83  0.0026
H  -2.46  1.20  5.53  0.0011
H  -0.51  0.10  4.00  0.0009

Calculated values
LUMO (spin up / spin down)   -11.4 / -14.3 eV
Orbital gap (spin up / spin down)   7.5 / 4.9 eV
HOMO (spin up / spin down)   -18.8 / -19.2 eV
2S+1   6
Net charge   +4

***

Version two
This record from the Open Molecules 2025 dataset describes C28H44BrIrN3P2 as an isolated structure. The level of theory is wB97M-V/def2-TZVPD.

Last column: Löwdin spin population.
Positions of all 79 atoms, in Å:
N  -5.74  4.12  -4.22  0.7874
C  -5.76  4.55  -2.95  0.0695
C  -5.07  3.90  -1.92  0.1077
C  -4.32  2.73  -2.21  0.0050
C  -4.35  2.28  -3.55  0.1092
C  -5.07  3.00  -4.51  0.0711
C  -3.52  2.08  -1.18  0.3034
Ir  -0.69  0.26  0.28  1.5958
P  4.30  -0.77  0.90  0.6113
C  -2.36  1.38  -1.43  -0.0191
C  -1.18  1.90  -0.72  0.1184
C  0.11  1.40  -1.21  0.0911
C  1.22  2.34  -1.10  0.0420
C  1.13  3.46  -0.30  0.0093
C  -0.13  3.95  0.14  0.1021
C  -1.21  3.12  0.09  -0.0086
Br  2.69  4.05  0.57  0.0153
H  -3.80  2.35  -0.16  0.0086
H  -2.24  0.69  -2.27  -0.0009
H  -5.06  4.35  -0.93  0.0074
H  -3.77  1.41  -3.84  0.0067
H  -6.33  5.47  -2.76  0.0145
H  -5.07  2.67  -5.55  0.0150
H  0.07  0.77  -2.11  0.0235
H  -2.13  3.28  0.64  -0.0012
H  2.11  2.11  -1.68  0.0015
H  -0.22  4.93  0.64  0.0044
P  -0.91  -1.89  -0.17  0.1671
C  4.41  1.05  0.87  0.0859
C  5.79  1.53  0.40  0.0121
H  4.21  1.41  1.89  -0.0003
H  3.60  1.43  0.24  0.0172
H  5.86  2.62  0.51  -0.0003
H  6.58  1.09  1.01  0.0030
H  5.98  1.28  -0.65  0.0003
C  3.78  -1.28  -0.78  0.0908
C  4.91  -1.99  -1.55  0.0171
H  3.45  -0.37  -1.31  0.0116
H  2.91  -1.94  -0.67  0.0040
H  4.62  -2.13  -2.60  -0.0001
H  5.84  -1.42  -1.53  0.0019
H  5.11  -2.98  -1.13  0.0011
C  3.08  -1.27  2.15  0.0918
C  3.78  -1.83  3.40  0.0219
H  2.41  -2.02  1.71  0.0028
H  2.47  -0.37  2.38  0.0126
H  3.10  -2.47  3.97  0.0005
H  4.65  -2.43  3.10  0.0064
H  4.13  -1.02  4.05  0.0003
C  -0.30  -3.03  1.16  0.0437
C  -1.15  -4.17  1.70  0.0084
H  -0.01  -2.40  2.01  0.0037
H  0.64  -3.41  0.75  0.0028
H  -1.96  -3.86  2.37  0.0003
H  -1.58  -4.79  0.91  0.0001
H  -0.49  -4.82  2.30  0.0024
C  0.19  -2.15  -1.60  0.0423
C  -0.41  -2.44  -2.97  0.0029
H  0.83  -2.98  -1.27  0.0045
H  0.82  -1.25  -1.66  0.0077
H  -1.04  -3.34  -2.97  -0.0001
H  -1.00  -1.61  -3.36  0.0005
H  0.42  -2.61  -3.67  0.0007
C  -2.59  -2.42  -0.62  0.0186
C  -3.62  -1.62  0.17  0.0107
H  -2.65  -3.50  -0.42  0.0039
H  -2.71  -2.31  -1.71  -0.0002
H  -4.53  -1.49  -0.42  0.0011
H  -3.89  -2.13  1.10  -0.0001
H  -3.24  -0.61  0.43  0.0033
N  -0.08  0.57  4.40  0.0069
C  -0.84  -0.59  4.50  0.0107
C  -1.28  -0.88  3.24  0.0138
N  -0.73  0.05  2.35  0.1323
C  -0.04  0.93  3.09  0.0343
H  0.33  1.09  5.17  0.0007
H  -0.98  -1.14  5.42  0.0011
H  -1.93  -1.68  2.91  0.0005
H  0.46  1.81  2.72  0.0042

Calculated values
LUMO (spin up / spin down)   -12.5 / -14.5 eV
Orbital gap (spin up / spin down)   5.7 / 4.6 eV
HOMO (spin up / spin down)   -18.2 / -19.0 eV
2S+1   6
Net charge   +4

***

Energy ordering: version one at the bottom, the next structure 0.408 eV above.

***

Version one
This record from the Open Molecules 2025 dataset describes a 2-piece molecular cluster, BrH2O2PS overall. The level of theory is wB97M-V/def2-TZVPD.

Last column: natural (NBO) charge in e.
Positions of all 7 atoms, in Å:
O  -0.62  1.19  -0.98  -0.9802
O  -1.59  0.26  1.17  -0.9923
P  -1.29  -0.02  -0.19  1.9387
S  -1.79  -1.60  -1.18  -0.5117
Br  2.44  -0.94  1.20  -0.1999
H  -0.21  0.99  -1.89  0.5437
H  3.06  0.12  1.87  0.2016

Calculated values
LUMO   -0.2 eV
Orbital gap   9.8 eV
HOMO   -10.0 eV
2S+1   1
SMILES   O=P(O)=S.Br

***

Version two
This record from the Open Molecules 2025 dataset describes a 2-piece molecular cluster, BrH2O2PS overall. The level of theory is wB97M-V/def2-TZVPD.

Last column: natural (NBO) charge in e.
Positions of all 7 atoms, in Å:
O  -0.14  1.26  -0.50  -1.0142
O  1.20  -0.78  -0.99  -1.0032
P  1.05  0.52  -0.04  1.5048
S  -2.59  0.71  2.15  -0.0363
Br  -0.67  0.17  2.93  -0.0794
H  -2.31  -0.07  1.15  0.1308
H  1.54  -1.52  -0.54  0.4976

Calculated values
LUMO   -0.4 eV
Orbital gap   8.9 eV
HOMO   -9.3 eV
2S+1   1
SMILES   O=PO.SBr

***

Energy ordering: version one at the bottom, the next structure 0.724 eV above.

***

Version one
This record from the Open Molecules 2025 dataset describes a 2-piece molecular cluster, C5H8N2O2S overall. The level of theory is wB97M-V/def2-TZVPD.

Last column: natural (NBO) charge in e.
Positions of all 18 atoms, in Å:
C  -0.96  -0.78  0.62  -0.4482
C  -2.23  -0.34  0.39  -0.0302
C  -0.15  0.34  0.23  0.2105
C  -3.24  1.87  -0.42  -0.3904
C  3.54  -1.80  -0.07  -0.2725
N  -0.88  1.34  -0.16  -0.3561
N  -2.14  0.92  -0.05  -0.1861
O  3.54  1.11  0.71  -0.8472
O  3.32  -0.72  -0.92  -0.7149
S  2.75  0.71  -0.41  1.3610
H  -0.63  -1.81  0.71  0.2355
H  -3.27  -0.88  0.56  0.2278
H  -3.25  2.72  0.16  0.2105
H  -3.21  2.20  -1.63  0.2125
H  -4.25  1.37  -0.32  0.2119
H  3.76  -2.75  -0.49  0.2010
H  2.83  -1.98  0.72  0.1867
H  4.49  -1.53  0.36  0.1883

Calculated values
LUMO (spin up / spin down)   -0.4 / -0.5 eV
Orbital gap (spin up / spin down)   9.1 / 7.9 eV
HOMO (spin up / spin down)   -9.4 / -8.3 eV
2S+1   1

***

Version two
This record from the Open Molecules 2025 dataset describes a 2-piece molecular cluster, C5H8N2O2S overall. The level of theory is wB97M-V/def2-TZVPD.

Last column: natural (NBO) charge in e.
Positions of all 18 atoms, in Å:
C  0.88  1.45  0.42  -0.3753
C  0.44  0.54  -0.53  0.1234
C  -0.28  2.07  0.84  0.3215
C  1.48  -0.30  -1.23  -0.6587
C  -0.58  2.93  2.14  -0.6567
N  -0.89  0.68  -0.72  -0.1393
N  -1.15  -3.20  1.78  -0.9439
O  1.12  -1.83  1.60  -0.8627
O  -1.40  1.56  0.12  -0.2592
S  -0.29  -2.02  1.16  1.4253
H  1.93  0.30  -2.03  0.2336
H  2.22  -0.77  -0.57  0.2483
H  0.82  -1.06  -1.71  0.2259
H  -0.36  3.92  2.18  0.2233
H  -1.56  2.89  2.50  0.2342
H  0.03  2.42  2.96  0.2261
H  -0.81  -3.95  2.35  0.3850
H  1.84  2.02  0.53  0.2493

Calculated values
LUMO   -0.8 eV
Orbital gap   8.5 eV
HOMO   -9.3 eV
2S+1   1

***

Energy ordering: version two at the bottom, the next structure 1.793 eV above.

***

Version one
This record from the Open Molecules 2025 dataset describes one molecule with the formula C9H11O2P. The level of theory is wB97M-V/def2-TZVPD.

Last column: natural (NBO) charge in e.
Positions of all 23 atoms, in Å:
C  -1.19  -0.43  1.22  -0.2191
C  -0.12  0.30  1.35  -0.1801
C  -1.05  -0.35  -1.25  -0.1807
C  -1.62  -0.85  -0.14  -0.0067
C  1.85  -0.72  0.14  0.2129
C  0.02  0.65  -1.10  -0.4652
C  0.66  0.71  0.20  -0.1149
C  -2.71  -1.86  -0.26  -0.6167
C  1.49  2.03  0.34  -0.6394
O  1.31  -1.75  0.35  -0.4914
O  4.49  -0.19  0.31  -0.9480
P  3.49  -0.39  -0.71  1.2808
H  -1.60  -0.80  2.19  0.2217
H  0.05  0.67  2.38  0.2202
H  -1.42  -0.61  -2.16  0.2002
H  0.66  0.52  -1.91  0.2183
H  -0.37  1.63  -1.39  0.2177
H  -3.26  -1.64  0.60  0.2065
H  -2.37  -2.84  -0.17  0.2201
H  -3.37  -1.62  -1.22  0.2073
H  0.80  3.01  0.20  0.2155
H  2.21  2.28  -0.39  0.2118
H  2.05  2.24  1.41  0.2291

Calculated values
LUMO   -1.2 eV
Orbital gap   6.5 eV
HOMO   -7.7 eV
2S+1   1
SMILES   CC1=CC[C@](C)(C(=O)P=O)C=C1

***

Version two
This record from the Open Molecules 2025 dataset describes C9H11O2P as an isolated structure. The level of theory is wB97M-V/def2-TZVPD.

Last column: natural (NBO) charge in e.
Positions of all 23 atoms, in Å:
C  0.57  0.67  -3.98  -0.1977
C  0.60  1.75  -3.07  -0.1918
C  1.03  -0.54  -3.47  -0.1939
C  0.88  1.56  -1.79  -0.2032
C  1.45  -0.74  -2.16  -0.1896
C  1.34  0.33  -1.35  -0.4129
C  0.03  0.26  2.20  -0.0941
C  -0.63  -0.97  1.47  0.0929
C  -1.36  -1.90  2.46  -0.6348
O  0.56  1.06  1.10  -0.7994
O  0.39  -1.65  0.74  -0.7472
P  1.75  0.15  0.38  1.3098
H  0.29  0.96  -4.98  0.2246
H  0.38  2.72  -3.43  0.2094
H  1.29  -1.40  -4.11  0.2127
H  0.95  2.35  -1.12  0.2142
H  1.72  -1.70  -1.83  0.2332
H  -0.65  0.84  2.82  0.2020
H  0.90  -0.09  2.69  0.1793
H  -1.44  -0.47  0.73  0.1440
H  -0.76  -2.26  3.34  0.2050
H  -1.49  -2.80  2.01  0.2271
H  -2.18  -1.23  2.72  0.2105

Calculated values
LUMO   -0.3 eV
Orbital gap   8.7 eV
HOMO   -9.0 eV
2S+1   1

***

Energy ordering: version two at the bottom, the next structure 1.406 eV above.

***

Version one
This record from the Open Molecules 2025 dataset describes one molecule with the formula C3H4O4. The level of theory is wB97M-V/def2-TZVPD.

Last column: natural (NBO) charge in e.
Positions of all 11 atoms, in Å:
C  2.10  0.32  -0.36  0.6662
C  -0.20  0.15  0.83  0.1791
C  -2.02  -0.47  -0.37  0.6512
H  2.63  1.19  -0.86  0.1001
H  -0.67  1.22  1.03  0.2447
H  0.42  -0.46  1.68  0.2123
H  -2.26  -1.36  -0.93  0.1339
O  2.69  -0.64  -0.04  -0.5683
O  0.88  0.79  -0.10  -0.5706
O  -0.83  -0.75  0.12  -0.4970
O  -2.67  0.53  -0.17  -0.5517

Calculated values
LUMO   0.8 eV
Orbital gap   11.4 eV
HOMO   -10.7 eV
2S+1   1
SMILES   O=COCOC=O

***

Version two
This record from the Open Molecules 2025 dataset describes a 2-piece molecular cluster, C3H4O4 overall. The level of theory is wB97M-V/def2-TZVPD.

Last column: natural (NBO) charge in e.
Positions of all 11 atoms, in Å:
C  1.19  0.75  -0.12  0.9758
O  -0.23  0.59  0.54  -0.3084
O  -1.26  1.58  0.10  -0.3867
O  2.13  0.61  0.82  -0.6465
O  1.33  1.20  -1.22  -0.5728
H  -0.96  1.72  -0.81  0.4676
H  2.99  0.79  0.37  0.5132
C  -0.82  -1.41  0.27  -0.2074
C  -1.87  -1.94  -0.04  -0.2783
H  -2.77  -2.42  -0.35  0.2338
H  0.26  -1.47  0.43  0.2097

Calculated values
LUMO   -0.1 eV
Orbital gap   9.2 eV
HOMO   -9.3 eV
2S+1   1
SMILES   O=C(O)OO.C#C

***

Energy ordering: version one at the bottom, the next structure 5.064 eV above.